This record from the OMol25 dataset describes a cluster of 8 separate species, C26H74N10O8 in total. The level of theory is ωB97M-V/def2-TZVPD.

Total charge: 0
Total energy, Eh: -2184.4635
Energy above the lowest of the compared OMol25 structures with the same formula, charge and spin, kcal/mol: 15.16
HOMO-LUMO gap, eV: 9.1630
HOMO energy, eV: -8.54
Multiplicity: 1

Structure (XYZ):
```
118
Properties=species:S:1:pos:R:3:mulliken_charge:R:1
C -1.87214 -0.13565 -2.39600 -0.49
O -0.50627 -0.44423 -2.53232 -0.23
C -0.09223 -0.60192 -3.89693 -0.57
C 1.41303 -0.58245 -4.00076 0.12
C 2.15812 -1.72610 -3.29770 -1.19
N 2.02285 0.70869 -3.65445 -0.72
H -2.06414 0.05505 -1.34027 0.15
H -2.59547 -0.89807 -2.70432 0.40
H -2.15943 0.73930 -2.98991 -0.05
H -0.48708 -1.53614 -4.31705 0.21
H -0.58516 0.21634 -4.43388 0.39
H 1.70165 -0.69199 -5.05184 0.47
H 1.91259 -1.74241 -2.22403 -0.07
H 3.23309 -1.57418 -3.31390 0.44
H 1.78384 -2.70440 -3.60277 0.37
H 1.41394 1.49349 -3.89036 0.21
H 2.21092 0.76576 -2.66226 0.35
C -4.76231 3.43041 -1.91659 -0.45
O -4.15611 3.78403 -0.68470 -0.41
C -3.15317 2.88809 -0.24804 -0.12
C -2.80648 3.29383 1.19432 0.53
C -1.74600 2.42941 1.82682 -1.50
N -3.98974 3.17642 2.07294 -0.77
H -4.33605 2.51145 -2.32444 0.20
H -4.62113 4.31110 -2.54649 0.10
H -5.83873 3.25329 -1.83041 0.28
H -3.48507 1.84609 -0.34812 0.25
H -2.26342 2.94582 -0.89198 0.07
H -2.37675 4.29433 1.11247 0.28
H -1.86664 1.36302 1.60762 0.32
H -1.62914 2.56382 2.90464 0.44
H -0.69680 2.62059 1.56885 0.22
H -4.18139 2.17727 2.11908 0.28
H -4.78139 3.55237 1.55190 0.33
C -4.61771 -4.17271 -1.52747 -0.86
O -3.32049 -3.68554 -1.82369 -0.26
C -2.30606 -4.35999 -1.10632 -0.94
C -0.96327 -4.13716 -1.77570 1.91
C -0.75245 -4.84033 -3.14088 -1.67
N 0.14856 -4.41322 -0.87912 -0.64
H -4.71483 -5.15264 -2.00199 0.35
H -5.34672 -3.54259 -2.03592 0.23
H -4.84742 -4.17707 -0.46169 0.34
H -2.26350 -3.86506 -0.12261 0.33
H -2.56032 -5.41118 -0.92512 0.52
H -0.94446 -3.05582 -1.97489 -0.91
H -1.20979 -4.31734 -3.97983 0.31
H -1.22999 -5.82194 -3.09156 0.41
H 0.31610 -4.96479 -3.30378 0.46
H -0.12410 -4.19452 0.07373 0.05
H 0.94216 -3.82727 -1.10422 0.35
C 4.40181 -0.31701 7.44722 -0.68
O 4.28969 0.90871 6.78028 -0.35
C 3.02355 1.12103 6.22207 -0.81
C 2.72656 0.18928 5.00661 0.13
C 3.82237 0.49017 3.96281 -0.95
N 1.46360 0.65221 4.40054 -0.66
H 5.34778 -0.40663 7.97839 0.27
H 4.35856 -1.17708 6.76823 0.24
H 3.59417 -0.47136 8.17391 0.32
H 2.23822 1.08568 6.98942 0.43
H 3.00200 2.15531 5.86631 0.32
H 2.58899 -0.83301 5.34710 0.29
H 3.90459 1.56802 3.83489 0.27
H 3.67045 -0.01897 3.01441 0.26
H 4.81233 0.17675 4.32218 0.39
H 1.36473 1.65946 4.36677 0.24
H 1.33710 0.39348 3.41567 0.33
C -2.91807 5.32258 -5.32322 -0.64
O -2.49892 3.98643 -5.46721 -0.45
C -1.71663 3.52870 -4.39615 0.04
C -0.29658 4.12970 -4.35089 0.41
C 0.54783 4.06495 -5.62521 -1.52
N 0.50030 3.38741 -3.33980 -0.14
H -3.26105 5.53885 -4.30853 0.20
H -3.62801 5.57347 -6.10758 0.33
H -2.09916 6.03227 -5.50925 0.26
H -2.20860 3.76843 -3.44542 0.16
H -1.67206 2.44138 -4.45349 -0.24
H -0.35829 5.13735 -3.92995 0.38
H 1.46555 4.65060 -5.52656 0.45
H 0.05906 4.68379 -6.38691 0.38
H 0.75258 3.05705 -5.96987 0.25
H 1.40677 3.82944 -3.21147 0.26
H 0.17297 3.37835 -2.37423 -0.26
C 0.58147 -7.10630 4.27492 -0.78
O 0.43553 -6.10853 3.30366 -0.28
C 1.53242 -5.21662 3.33666 -1.08
C 1.40478 -4.14908 2.28050 0.69
C 2.51066 -3.12969 2.32626 -1.57
N 0.11308 -3.43135 2.43537 -0.62
H -0.24371 -7.82058 4.20510 0.27
H 0.62292 -6.70104 5.28759 0.31
H 1.41616 -7.79265 4.07823 0.31
H 1.57553 -4.70373 4.30957 0.36
H 2.47035 -5.76371 3.18443 0.43
H 1.35285 -4.70541 1.33783 0.31
H 2.48206 -2.48910 3.20892 0.20
H 2.59612 -2.48798 1.44532 0.26
H 3.49789 -3.60262 2.24673 0.58
H 0.19812 -2.89265 3.29694 0.22
H -0.57253 -4.15804 2.63780 0.29
N 0.33716 -0.98413 0.33381 0.37
C 0.99294 0.19411 0.45892 0.25
N 0.92327 0.98631 -0.62189 0.82
O 1.50298 0.58678 1.53403 -0.93
H 0.49034 -1.65103 1.07861 -0.06
H 0.01960 -1.29383 -0.56906 0.05
H 0.49462 0.65031 -1.48235 -0.35
H 1.34514 1.90491 -0.50290 0.21
N 1.84659 5.43691 1.49942 -0.46
C 1.76397 4.14195 1.07719 0.61
N 1.93579 3.26527 2.09140 0.00
O 1.55381 3.80901 -0.09973 -0.73
H 1.68255 6.12813 0.78813 0.24
H 1.95906 5.68800 2.45747 0.13
H 2.06443 3.60755 3.02106 0.14
H 1.91629 2.25875 1.89089 0.01
```